Computed, not measured: C22H25F3N2O2 in the gas phase, with wB97M-V/def2-TZVPD.

The geometry in XYZ format:
```
54
Properties=species:S:1:pos:R:3:forces:R:3
F 3.64961 0.64558 2.50477 -0.3 -0.3 0.9
F 3.39083 0.92530 4.67771 -0.2 -0.7 -1.0
F 3.81709 -1.07347 3.85646 -0.4 0.9 -0.1
O -2.21282 -0.50615 -1.54239 0.8 -0.1 0.3
O -0.56006 -0.32140 -0.02196 -1.3 -0.8 -0.3
N -3.95224 -1.42682 0.17697 0.0 -0.1 -1.5
N -3.36114 0.27550 2.23281 0.1 0.2 0.2
C 1.16470 -1.46365 3.21753 -0.1 0.1 0.1
C -8.07482 -3.13405 -1.87506 -0.1 0.1 -0.3
C -7.96611 -2.28637 -2.98846 0.4 0.0 0.4
C -1.67997 -0.72022 -0.32055 0.8 0.8 0.3
C -5.85694 -1.45009 -2.09581 -0.5 -0.3 -0.1
C -2.00115 -2.89788 0.80166 0.2 -0.9 -0.2
C -2.45701 -0.84402 2.08705 -1.0 1.1 1.8
C -1.20510 0.04629 -2.46360 -0.3 -0.2 0.3
C -1.03642 -0.56066 2.64405 0.0 -0.6 1.2
C -0.18170 -1.64723 2.91474 0.1 0.1 -0.2
C -4.73169 0.03521 2.62331 0.2 -0.4 0.0
C -5.94854 -2.30916 -0.98904 -0.6 0.9 -0.5
C -6.85222 -1.44530 -3.08588 0.2 -0.1 0.2
C -3.04638 1.57824 1.74016 0.2 0.3 0.0
C -7.08761 -3.14595 -0.89357 0.6 0.1 0.3
C -4.85151 -2.31276 0.02077 0.6 -0.6 1.3
C -2.56366 -1.50064 0.71068 -0.5 0.1 -1.0
C -1.86733 0.55548 -3.71031 0.0 0.4 -0.3
C 1.63975 -0.18247 3.47191 0.1 0.3 -0.4
C -0.60337 0.66205 3.19532 0.0 0.2 -0.3
C 3.11399 0.07704 3.63111 0.6 0.0 0.2
C 0.73875 0.88187 3.51281 -0.1 -0.4 0.1
H -2.55307 -0.14889 -4.18324 0.0 0.0 0.2
H -1.07596 0.76015 -4.43524 0.0 0.0 0.0
H -0.92985 -2.86843 1.06004 -0.6 0.0 -0.4
H -5.23613 -0.64562 1.92506 -0.1 0.3 0.2
H 1.07378 1.88118 3.78683 -0.1 -0.3 0.1
H -2.52906 -3.42084 1.61666 0.2 -0.1 -0.4
H -0.57910 -2.65997 2.95343 0.2 0.2 -0.4
H -2.12981 -3.43739 -0.15234 0.0 0.1 0.4
H -5.27382 0.98957 2.62866 0.1 -0.3 0.2
H -0.68925 0.85209 -1.93934 0.1 -0.2 -0.1
H -4.76765 -0.42700 3.62201 -0.2 0.2 0.0
H -2.91364 -1.54206 2.81325 0.4 -0.4 -0.4
H -8.95106 -3.78470 -1.79554 0.4 0.2 0.1
H -7.19328 -3.81077 -0.02663 0.1 0.2 -0.4
H -2.23585 1.51754 1.00117 -0.3 0.3 0.1
H -4.99348 -0.79989 -2.16126 0.0 0.0 0.0
H -0.49228 -0.75856 -2.67891 -0.1 0.2 0.1
H -3.94008 2.04347 1.31269 0.2 0.0 -0.3
H -4.94304 -3.19924 0.68176 0.5 -0.1 -0.2
H -8.73653 -2.27954 -3.76646 0.3 0.0 0.3
H -6.74926 -0.77734 -3.94072 0.0 -0.1 0.2
H 1.84360 -2.31396 3.23419 -0.2 0.2 0.2
H -2.37277 1.51218 -3.53573 -0.1 -0.3 0.0
H -2.71500 2.21878 2.57469 -0.1 0.3 -0.5
H -1.30515 1.45656 3.44531 0.3 -0.2 -0.6
```
Positions in Å, forces in eV/Å.

The highest occupied orbital energy is -7.87 eV. Its net charge is 0. Its LUMO energy is 0.14 eV. For the energy above the lowest of the compared OMol25 structures with the same formula, charge and spin, the calculation gives 309.9 kJ/mol. The SMILES is CCOC(=O)[C@](C)(/N=C/c1ccccc1)[C@@H](c1ccc(C(F)(F)F)cc1)N(C)C.

Results of the Löwdin charge analysis, in e, for atoms 1 through 4: 0.117, 0.107, 0.107, -0.001

***

Computed, not measured: 2 unconnected molecules or ions with the total composition C6H16N2O, with wB97M-V/def2-TZVPD.

The geometry in XYZ format:
```
25
Properties=species:S:1:pos:R:3:forces:R:3
O 0.15648 2.00788 0.09652 -0.9 -1.4 -0.9
N 2.53758 0.99283 0.36460 -0.4 1.8 0.2
N -1.06218 -0.11818 1.52930 0.0 0.0 0.0
C 2.47395 -1.44316 -0.00428 0.0 0.2 -0.1
C -0.39411 1.08224 -0.54013 -0.9 2.6 1.0
C 2.23258 -0.04310 -0.52595 -2.6 0.1 -0.7
C -2.76573 0.89975 0.13034 0.3 0.0 -0.1
C -1.41928 0.16169 0.14115 0.5 -0.6 0.2
C -1.53328 -1.15621 -0.62554 0.0 0.1 0.2
H 2.19146 -2.18747 -0.74398 0.0 -0.1 0.0
H 3.52950 -1.57070 0.23068 0.1 0.0 0.0
H -0.58701 1.22437 -1.62185 0.5 -0.3 -0.1
H 0.98264 0.10880 -0.76218 2.2 -1.1 0.0
H -2.69044 1.83027 0.69153 0.0 0.1 0.0
H -3.52182 0.27408 0.60006 0.0 -0.1 0.0
H -2.29664 -1.78513 -0.16978 0.0 0.0 0.0
H 1.90609 -1.62088 0.90830 0.0 -0.1 0.1
H -1.80150 -0.97660 -1.66549 0.0 0.0 -0.1
H 1.96552 1.84874 0.08783 1.2 -1.1 0.3
H 2.70171 0.12941 -1.49789 -0.1 -0.1 0.1
H -0.19856 -0.65329 1.56854 -0.1 0.1 0.0
H -0.58735 -1.69951 -0.60503 0.0 0.0 0.0
H -3.07572 1.12804 -0.88824 0.0 0.1 -0.1
H -0.89826 0.75977 2.01538 0.1 -0.1 -0.1
H 2.15438 0.80635 1.28612 0.2 -0.3 0.1
```
Positions in Å, forces in eV/Å.

The highest occupied orbital energy is -9.25 eV. Its net charge is 0. Its LUMO energy is 0.74 eV. For the energy above the lowest of the compared OMol25 structures with the same formula, charge and spin, the calculation gives 195.8 kJ/mol. The SMILES is CC(C)(N)C=O.CCN.

Results of the Löwdin charge analysis, in e, for atoms 1 through 4: -0.051, 0.000, 0.082, -0.095

***

Computed, not measured: 9 unconnected molecules or ions with the total composition C14H38F30N4O4P5, with wB97M-V/def2-TZVPD.

The geometry in XYZ format:
```
95
Properties=species:S:1:pos:R:3:forces:R:3
P 2.50056 -3.78123 5.39973 0.5 -1.2 -0.3
P 5.81437 1.16586 1.84223 0.9 -1.1 1.3
P -1.95301 -3.44903 0.62862 1.6 -0.6 0.4
P -0.03998 4.37681 -1.56295 1.5 0.8 -1.8
P 3.66266 -2.07676 -2.10774 -1.0 0.0 0.4
F 5.19593 0.67303 0.43929 -0.3 0.1 -0.3
F -0.65877 5.56117 -0.66578 -0.2 -0.4 0.5
F 2.85386 -5.29390 4.96017 0.2 -0.1 -0.1
F 7.29864 0.71754 1.35710 -0.4 0.0 0.3
F -0.76532 -3.73459 -0.43599 -0.4 0.4 -0.1
F -2.11965 -5.02649 0.82216 -0.7 0.0 -0.1
F 2.86540 -1.95876 -3.51421 -0.6 0.1 -0.5
F 6.09486 2.62617 1.27140 -0.3 0.5 -0.2
F 0.50264 3.20569 -2.56979 -0.1 -0.2 0.0
F 1.40185 -3.72111 4.20213 -0.3 0.2 -0.3
F -0.87740 -3.44190 1.84081 -0.1 0.4 -0.1
F 1.37267 -4.40337 6.38180 -0.5 0.5 0.4
F 1.19985 4.16027 -0.61106 0.0 0.0 0.6
F -3.07005 -3.40883 -0.55040 0.1 0.1 -0.1
F -0.83792 3.21274 -0.76660 -0.9 0.1 0.4
F 3.57786 -3.84366 6.58387 0.0 0.2 0.4
F 2.08492 -2.27056 5.79324 -0.1 0.3 0.4
F 0.80218 5.44194 -2.43036 -0.3 0.1 0.1
F -1.32364 4.58845 -2.58118 -0.4 -0.5 0.2
F 4.29864 1.59850 2.32109 -0.1 -0.1 -0.2
F 2.24961 -2.49837 -1.35381 0.0 0.1 0.0
F 3.93820 -3.60533 -2.41031 0.3 -0.6 -0.3
F 3.63897 -3.22667 4.41137 0.0 0.3 -0.2
F -3.12608 -3.14237 1.72735 -0.2 0.3 -0.2
F 4.96558 -1.56365 -2.79438 1.0 0.3 -0.9
F 5.54250 -0.34928 2.45562 0.0 0.8 -0.4
F 3.20246 -0.50967 -1.79946 0.0 0.0 0.3
F -1.70022 -1.82618 0.41409 -0.5 0.0 0.2
F 4.44715 -2.18604 -0.73120 -0.2 0.2 0.7
F 6.37922 1.62389 3.31613 -0.2 -0.2 -0.8
O -5.08691 1.93522 0.87382 -1.5 -0.5 1.2
O -1.69895 -0.59060 -2.36591 -0.3 0.7 0.1
O 0.55873 -0.34642 2.32586 -2.4 -0.7 4.8
O -0.54683 0.51669 5.29531 0.7 1.9 0.4
N -0.59206 0.58371 -5.02122 0.0 1.0 0.1
N 2.40910 -0.77359 1.08181 0.2 0.2 -0.7
N -2.66388 -0.12086 4.79000 -0.3 0.7 0.3
N -4.73380 3.44993 -0.81912 -1.2 0.1 -0.6
C -0.84400 -0.86046 -4.62799 0.1 0.7 -0.6
C -0.74430 -1.84706 5.10704 -0.9 0.1 -0.5
C -0.67737 -1.15417 -3.15931 0.1 -1.1 0.2
C -3.18653 1.54250 -0.50245 1.3 -1.7 -0.8
C 1.13381 -0.07195 1.37779 1.9 -0.4 -4.4
C -2.99531 -0.35816 3.37528 -0.4 0.1 -0.9
C -1.08949 0.82743 -6.40076 0.2 -1.0 0.2
C -3.81498 4.53080 -0.32638 0.1 0.3 0.0
C -1.19148 -0.43270 5.11177 0.7 -1.9 -0.4
C 0.85209 0.95858 -4.94854 0.2 -0.2 -0.4
C 2.47182 -2.12530 1.72840 0.9 -0.3 -0.2
C -4.44132 2.14028 -0.07223 2.0 1.0 -0.7
C 0.56982 0.67253 0.24675 -1.0 1.6 -1.1
C -1.34973 1.49714 -4.14607 -0.3 0.2 1.0
H 0.48785 0.09455 -0.67455 0.3 -0.4 0.2
H -2.77918 1.78561 -1.48478 -0.5 0.3 -0.1
H -5.72062 3.67416 -0.62052 0.4 0.1 0.2
H -0.80545 1.59538 -3.21459 0.0 0.2 0.1
H -0.62295 -2.24677 -3.07246 -0.2 0.1 0.1
H -3.86813 0.24063 3.12196 -0.2 -0.2 0.1
H 2.51261 -0.87111 0.03092 0.2 0.2 1.1
H -2.31611 1.05752 -3.91626 -0.1 0.0 -0.2
H -3.32375 -0.61324 5.39841 0.2 0.1 0.0
H -0.45162 0.94264 0.51284 0.0 -0.1 0.2
H -3.23619 0.44652 -0.47434 -0.2 0.1 0.2
H 1.58793 -2.71046 1.50846 -0.3 0.2 0.0
H -4.70561 3.37212 -1.84513 0.5 -0.2 0.3
H -3.18752 -1.41310 3.21444 0.2 -0.1 -0.2
H 1.33211 0.52476 -5.82321 0.2 -0.1 0.1
H -2.16494 0.69802 -6.33076 -0.1 0.0 -0.5
H -2.40100 -1.19229 -2.08972 0.6 -0.6 0.0
H -4.12105 4.76660 0.68642 -0.1 0.1 0.0
H 3.32638 -2.62046 1.28048 0.1 0.0 0.0
H -3.92854 5.37510 -0.99636 0.1 0.2 0.1
H -1.46512 2.47125 -4.60772 0.2 0.1 -0.1
H 0.21361 -1.90398 4.59629 0.3 0.1 0.4
H 1.02909 1.61875 -0.05000 0.5 -0.2 0.3
H -2.33447 1.77001 0.14710 -0.4 0.3 0.3
H 1.29587 0.58191 -4.03807 0.1 -0.1 0.2
H -0.14732 -1.40844 -5.26067 0.0 -0.4 0.2
H 2.67015 -2.03070 2.78416 -0.2 0.1 0.2
H -2.68953 0.89310 4.96857 -0.2 -0.4 0.2
H 3.16475 -0.15110 1.42587 0.4 -0.3 -0.2
H 0.94494 2.04126 -4.96960 -0.1 0.0 0.0
H -2.77164 4.21167 -0.32965 -0.2 -0.2 -0.2
H -0.66272 -2.12580 6.15975 0.3 -0.4 -0.1
H -1.40856 -2.50262 4.53765 -0.1 0.0 0.3
H -1.87222 -1.02464 -4.95414 0.0 -0.3 0.1
H -0.61969 0.07045 -7.02535 -0.2 0.1 -0.3
H -2.19443 0.00847 2.73691 0.3 -0.3 0.1
H -0.82286 1.81634 -6.74781 0.1 0.2 0.1
H 0.29892 -0.85001 -2.79133 0.1 0.3 0.1
```
Positions in Å, forces in eV/Å.

The highest occupied orbital energy is -8.30 eV. Its net charge is -1. Its LUMO energy is -0.56 eV.

Results of the Löwdin charge analysis, in e, for atoms 1 through 4: 0.113, 0.168, 0.168, 0.144

***

Computed, not measured: C5H8O in the gas phase, with wB97M-V/def2-TZVPD.

The geometry in XYZ format:
```
14
Properties=species:S:1:pos:R:3:forces:R:3
O -0.17799 1.64380 0.30213 0.0 0.3 0.0
C 0.54084 -0.55639 -0.07587 -0.7 -1.0 2.4
C -0.25189 1.18893 -1.04209 0.1 0.1 -0.3
C -0.67192 -0.28926 -1.01043 -0.2 -0.1 0.1
C -0.02953 -0.87535 1.35969 -0.3 0.7 -0.1
C 0.94235 0.92267 -0.23256 0.3 0.1 0.1
H 0.71825 -1.03163 2.15542 -0.1 0.2 -0.5
H -0.45718 1.96280 -1.77674 0.1 -0.3 0.0
H -0.67394 -1.76852 1.31487 0.2 0.4 -0.1
H -0.60547 0.01294 1.54613 -0.6 0.0 1.0
H 1.13892 -1.44565 0.05816 1.2 0.0 -2.4
H -1.58094 -0.43821 -0.42729 -0.3 0.0 -0.4
H -0.77994 -0.78320 -1.98235 0.4 0.1 0.2
H 1.88843 1.45706 -0.18906 -0.1 -0.3 0.0
```
Positions in Å, forces in eV/Å.

The highest occupied orbital energy is -9.82 eV. Its net charge is 0. Its LUMO energy is 1.18 eV. For the energy above the lowest of the compared OMol25 structures with the same formula, charge and spin, the calculation gives 311.6 kJ/mol. The SMILES is C[C@H]1C[C@H]2O[C@@H]12.

Results of the Löwdin charge analysis, in e, for atoms 1 through 4: -0.043, -0.254, -0.220, -0.074

***

E readings, ordered: -38445.8406 -11508.0261 -157283.6207 -7359.0261 eV